[1]
Here is a molecular structure, C22H32As2GaN5O2 at a distorted geometry from the OMol25 dataset. Energies are from ωB97M-V/def2-TZVPD.

Output
- relative energy (zero: lowest compared OMol25 entry of this formula, charge and spin) (eV) = 0.240
- LUMO energy (eV) = -6.331
- HOMO-LUMO gap (eV) = 8.792

Geometry as ORCA input:
```
! wB97M-V def2-TZVPD RIJCOSX def2/J DEFGRID3
* xyz 2 1
Ga 0.554 0.529 0.733
N 1.484 -0.788 2.434
N 2.210 0.217 3.083
C 1.691 1.569 3.020
O 2.124 2.443 3.698
O 0.623 1.673 2.203
H 0.804 -1.317 3.024
H 2.123 -1.485 2.090
H 2.678 0.011 3.997
C 4.697 0.756 0.394
As 2.865 1.060 -0.448
C 3.011 2.772 -1.392
C 2.951 -0.284 -1.921
C 3.944 -0.178 -2.921
C 3.938 -1.055 -4.010
C 3.142 -2.186 -4.017
C 2.141 -2.366 -3.017
C 2.041 -1.357 -2.011
As 0.546 -1.458 -0.779
C 0.775 -3.127 0.266
C -1.024 -1.578 -2.016
H 5.484 0.725 -0.397
H 4.616 -0.250 0.826
H 4.888 1.456 1.202
H 4.051 3.159 -1.431
H 2.512 3.529 -0.853
H 2.496 2.725 -2.334
H 4.689 0.601 -2.879
H 4.705 -0.873 -4.744
H 3.338 -2.857 -4.830
H 1.484 -3.223 -3.005
H 0.463 -3.981 -0.324
H 0.109 -3.008 1.129
H 1.815 -3.161 0.513
H -1.723 -0.827 -1.742
H -1.499 -2.609 -1.930
H -0.661 -1.343 -3.027
N -4.330 4.239 -3.423
C -3.515 3.617 -2.846
C -2.570 2.935 -2.032
C -1.533 2.241 -2.688
C -0.573 1.600 -1.902
N -0.640 1.634 -0.578
C -1.637 2.280 0.033
C -2.607 3.002 -0.657
H -1.500 2.181 -3.770
H 0.274 1.093 -2.361
H -1.670 2.219 1.084
H -3.426 3.455 -0.108
C -3.387 -2.373 2.811
C -3.572 -0.840 2.686
C -3.956 -0.205 4.065
C -4.644 -0.554 1.638
C -2.330 -0.342 2.105
N -1.384 -0.130 1.496
H -4.253 -2.821 3.269
H -2.569 -2.669 3.468
H -3.293 -2.840 1.792
H -4.950 -0.586 4.309
H -4.009 0.876 4.002
H -3.304 -0.508 4.895
H -5.604 -1.032 1.927
H -4.250 -0.862 0.665
H -4.855 0.477 1.537
*
```



[2]
Here is a molecular structure, C22H32BN7Ti at a distorted geometry from the OMol25 dataset. Energies are from ωB97M-V/def2-TZVPD.

Output
- <S²> = 2.0154
- relative energy (zero: lowest compared OMol25 entry of this formula, charge and spin) (eV) = 0.000
- LUMO energy (spin up / spin down) (eV) = 0.666 / 0.654
- HOMO-LUMO gap (spin up / spin down) (eV) = 5.886 / 7.549

Geometry as ORCA input:
```
! wB97M-V def2-TZVPD RIJCOSX def2/J DEFGRID3
* xyz 0 3
H 1.151 3.273 -0.857
N 0.794 1.516 -2.055
B -0.110 -0.049 -3.953
N 0.348 1.340 -3.373
C 0.322 2.550 -3.950
Ti 0.284 -0.102 -1.160
H 0.131 2.596 -4.998
C 0.667 3.536 -3.025
H 0.750 4.596 -3.222
C 0.940 2.869 -1.840
H -0.254 0.010 -5.161
C -2.665 -2.851 1.625
H -1.754 -3.379 1.926
H -2.418 -1.786 1.459
H -3.038 -3.272 0.688
N -1.542 -0.394 -3.390
N 0.812 -1.261 -3.553
N -1.670 -0.481 -2.015
N 1.062 -1.624 -2.225
C -2.722 -0.697 -3.981
C 1.339 -2.200 -4.359
H -2.847 -0.716 -5.069
H 1.296 -2.068 -5.425
C -3.650 -0.972 -2.979
C 1.911 -3.215 -3.583
C -2.980 -0.820 -1.768
C 1.699 -2.844 -2.253
H -4.693 -1.262 -3.109
H 2.436 -4.086 -3.939
H -3.369 -0.911 -0.756
H 1.944 -3.376 -1.346
H -3.420 -2.902 2.383
C -0.417 0.048 5.645
C -0.592 0.547 4.239
C -1.298 1.738 4.009
C -1.447 2.255 2.716
C -2.229 3.520 2.498
C -0.862 1.577 1.641
C -0.043 0.446 1.853
C -0.030 -0.125 3.154
N 0.766 -0.022 0.795
C 2.216 -0.310 1.059
C 2.789 0.564 2.174
C 2.369 -1.792 1.395
C 2.985 -0.009 -0.228
H 0.134 0.784 6.244
H -1.379 -0.109 6.148
H 0.141 -0.893 5.650
H -1.721 2.273 4.866
H -3.265 3.423 2.848
H -1.785 4.364 3.041
H -2.242 3.761 1.432
H -0.957 1.991 0.629
H 0.463 -1.083 3.338
H 2.349 0.319 3.141
H 3.871 0.407 2.245
H 2.615 1.623 1.958
H 1.955 -2.430 0.598
H 3.435 -2.028 1.502
H 1.862 -2.041 2.331
H 2.621 -0.630 -1.070
H 2.893 1.055 -0.498
H 4.051 -0.239 -0.089
*
```



[3]
Here is 2 unconnected molecules or ions with the total composition C22H32Cl2NO2Si2 at a distorted geometry from the OMol25 dataset. Energies are from ωB97M-V/def2-TZVPD.

Output
- LUMO energy (eV) = -5.517
- HOMO-LUMO gap (eV) = 5.669

Geometry as ORCA input:
```
! wB97M-V def2-TZVPD RIJCOSX def2/J DEFGRID3
* xyz 1 1
C 2.602 -2.805 0.330
Si 0.855 -2.878 0.995
C -0.362 -3.520 -0.253
C 0.766 -3.702 2.671
O 0.346 -1.231 1.328
N 1.137 -0.898 2.474
O 2.193 -0.121 2.055
Si 2.080 1.086 0.825
C 3.896 1.429 0.670
C 1.348 0.467 -0.774
C 1.103 2.549 1.451
C 0.319 -0.128 3.343
C -1.100 -0.047 3.013
C 1.016 0.459 4.379
H 2.978 -3.840 0.313
H 2.658 -2.413 -0.693
H 3.268 -2.210 0.971
H -0.124 -4.578 -0.440
H -1.395 -3.455 0.114
H -0.296 -2.977 -1.206
H 1.458 -4.555 2.713
H 1.058 -2.976 3.447
H -0.246 -4.065 2.894
H 4.072 2.277 -0.007
H 4.338 1.669 1.646
H 4.426 0.556 0.267
H 1.571 1.235 -1.533
H 1.781 -0.479 -1.122
H 0.256 0.361 -0.723
H 1.391 3.407 0.820
H 0.019 2.415 1.339
H 1.316 2.819 2.493
H -1.662 0.368 3.853
H -1.269 0.619 2.161
H -1.504 -1.040 2.789
H 0.415 0.936 5.157
H 2.057 0.167 4.299
Cl -0.600 6.171 5.080
C 0.477 4.899 5.480
C 1.507 4.568 4.578
C 2.288 3.450 4.830
C 2.027 2.625 5.951
C 2.497 1.260 5.878
C 2.629 0.400 7.049
C 3.854 -0.288 7.202
C 4.100 -1.093 8.306
C 3.097 -1.244 9.278
Cl 3.393 -2.227 10.645
C 1.862 -0.594 9.136
C 1.622 0.206 8.017
C 1.158 3.113 6.958
C 0.335 4.205 6.689
H 1.688 5.185 3.699
H 3.088 3.157 4.141
H 3.317 1.109 5.165
H 4.635 -0.136 6.454
H 5.070 -1.568 8.445
H 1.114 -0.683 9.922
H 0.648 0.681 7.904
H 1.099 2.617 7.923
H -0.405 4.541 7.414
*
```



[4]
Here is 7 unconnected molecules or ions with the total composition C22H32Cl6F12O8 from the OMol25 dataset. Energies are from ωB97M-V/def2-TZVPD.

Output
- structure (SMILES) = CCOC(=O)C(F)(F)F.CCOC(=O)C(F)(F)F.CCOC(=O)C(F)(F)F.CCOC(=O)C(F)(F)F.ClCCCl.ClCCCl.ClCCCl
- relative energy (zero: lowest compared OMol25 entry of this formula, charge and spin) (eV) = 0.000
- LUMO energy (eV) = 0.486
- HOMO-LUMO gap (eV) = 11.130

Geometry as ORCA input:
```
! wB97M-V def2-TZVPD RIJCOSX def2/J DEFGRID3
* xyz 0 1
C -1.399 -2.069 3.654
C -1.903 -3.487 3.885
O -1.837 -4.314 2.706
C -0.690 -4.696 2.210
O 0.402 -4.405 2.599
C -0.872 -5.632 0.996
F -0.345 -5.053 -0.091
F -0.256 -6.795 1.208
F -2.167 -5.876 0.749
H -1.625 -1.733 2.643
H -0.321 -2.045 3.807
H -1.888 -1.396 4.356
H -2.963 -3.429 4.112
H -1.361 -3.992 4.683
C 5.242 -2.836 1.386
C 4.488 -2.845 2.694
O 5.400 -2.507 3.761
C 5.354 -1.291 4.257
O 4.556 -0.438 4.012
C 6.443 -1.018 5.306
F 5.880 -0.795 6.488
F 7.309 -2.026 5.430
F 7.125 0.079 4.945
H 4.687 -3.397 0.631
H 6.173 -3.383 1.528
H 5.402 -1.830 1.006
H 4.104 -3.838 2.935
H 3.593 -2.224 2.692
C -7.332 -1.539 -2.714
C -6.058 -2.348 -2.723
O -4.976 -1.453 -3.012
C -3.772 -1.990 -3.013
O -3.483 -3.105 -2.729
C -2.735 -0.966 -3.506
F -1.513 -1.379 -3.227
F -2.854 -0.844 -4.846
F -2.912 0.245 -2.964
H -7.342 -0.759 -1.952
H -8.193 -2.183 -2.534
H -7.476 -1.025 -3.667
H -6.108 -3.124 -3.487
H -5.888 -2.820 -1.756
C -2.866 7.152 -4.005
C -2.834 6.360 -2.708
O -2.231 5.083 -2.951
C -1.259 4.695 -2.156
O -0.896 5.223 -1.154
C -0.610 3.390 -2.656
F 0.714 3.538 -2.705
F -0.896 2.408 -1.788
F -1.045 3.025 -3.857
H -3.594 6.765 -4.722
H -1.886 7.081 -4.472
H -3.193 8.169 -3.793
H -3.822 6.202 -2.274
H -2.286 6.930 -1.956
Cl 2.542 -0.168 0.844
C 1.110 -1.246 0.871
C 0.105 -0.810 -0.147
Cl -1.282 -1.944 -0.096
H 0.735 -1.215 1.889
H 1.473 -2.249 0.657
H 0.508 -0.879 -1.150
H -0.308 0.173 0.043
Cl 1.682 0.464 -3.298
C 3.097 1.229 -2.495
C 4.037 1.793 -3.519
Cl 3.429 3.309 -4.236
H 3.585 0.385 -2.008
H 2.747 1.921 -1.740
H 4.198 1.087 -4.328
H 5.008 1.991 -3.066
Cl 0.183 4.153 4.439
C 0.705 4.062 2.738
C 1.016 2.682 2.234
Cl -0.344 1.568 2.517
H 1.579 4.710 2.671
H -0.064 4.512 2.120
H 1.919 2.242 2.644
H 1.158 2.770 1.156
*
```



[5]
Here is C22H32ClN5OS in the gas phase at a distorted geometry from the OMol25 dataset. Energies are from ωB97M-V/def2-TZVPD.

Output
- structure (SMILES) = Cc1ccc(NCc2nnc(SCCN3CCCCC3)n2C[C@H]2CCCO2)cc1Cl
- LUMO energy (eV) = 0.666
- HOMO-LUMO gap (eV) = 8.481

Geometry as ORCA input:
```
! wB97M-V def2-TZVPD RIJCOSX def2/J DEFGRID3
* xyz 0 1
C 0.370 0.851 -7.505
C 0.452 0.036 -6.254
C -0.667 -0.568 -5.696
C -0.602 -1.311 -4.534
C 0.614 -1.482 -3.867
N 0.755 -2.242 -2.732
C -0.286 -2.556 -1.781
C -0.208 -1.734 -0.536
N 0.280 -2.182 0.585
N 0.169 -1.225 1.516
C -0.393 -0.190 0.948
S -0.797 1.291 1.754
C -0.469 0.764 3.467
C -1.575 -0.172 3.978
N -1.398 -0.733 5.285
C -0.401 -1.769 5.448
C 0.971 -1.272 5.920
C 0.814 -0.430 7.183
C -0.156 0.715 6.913
C -1.496 0.147 6.428
N -0.653 -0.443 -0.372
C -1.245 0.446 -1.333
C -0.448 1.755 -1.506
C 1.030 1.516 -1.854
C 1.288 2.519 -2.977
C -0.090 2.601 -3.628
O -1.018 2.508 -2.561
C 1.752 -0.890 -4.425
C 1.660 -0.153 -5.588
Cl 3.104 0.573 -6.216
H 0.720 1.867 -7.321
H 1.002 0.420 -8.281
H -0.653 0.893 -7.870
H -1.622 -0.451 -6.188
H -1.505 -1.774 -4.165
H 1.685 -2.268 -2.340
H -1.263 -2.437 -2.249
H -0.173 -3.599 -1.467
H -0.422 1.690 4.039
H 0.498 0.268 3.452
H -1.658 -1.007 3.277
H -2.524 0.377 3.971
H -0.300 -2.303 4.502
H -0.788 -2.470 6.200
H 1.444 -0.674 5.140
H 1.612 -2.133 6.115
H 1.783 -0.040 7.503
H 0.420 -1.055 7.988
H -0.322 1.298 7.822
H 0.269 1.380 6.159
H -2.189 0.956 6.187
H -1.933 -0.439 7.248
H -2.262 0.702 -1.016
H -1.293 -0.061 -2.300
H -0.549 2.350 -0.589
H 1.678 1.667 -0.994
H 1.169 0.501 -2.226
H 2.054 2.188 -3.673
H 1.567 3.489 -2.566
H -0.278 3.543 -4.144
H -0.237 1.769 -4.330
H 2.711 -1.012 -3.944
*
```



[6]
Here is a molecular structure, C22H32CuN3Se from the OMol25 dataset. Energies are from ωB97M-V/def2-TZVPD.

Output
- <S²> = 0.7661
- LUMO energy (spin up / spin down) (eV) = -4.597 / -4.599
- HOMO-LUMO gap (spin up / spin down) (eV) = 6.364 / 7.165

Geometry as ORCA input:
```
! wB97M-V def2-TZVPD RIJCOSX def2/J DEFGRID3
* xyz 1 2
Cu -0.434 -0.228 -0.044
C -0.660 0.743 -1.873
C -1.010 -0.618 -1.942
C 0.198 -1.302 -2.562
C 1.123 -0.312 -2.851
C 0.646 0.948 -2.454
C 1.331 2.273 -2.641
C 2.830 2.145 -2.333
C 1.151 2.686 -4.117
C 0.716 3.347 -1.740
C 0.543 -2.781 -2.691
C 1.993 -2.939 -3.163
C 0.447 -3.453 -1.310
C -0.327 -3.520 -3.726
C -2.508 -1.005 -1.963
C -3.338 0.091 -1.275
C -2.868 -2.321 -1.258
C -2.955 -1.050 -3.437
H -1.352 1.559 -1.715
H 2.112 -0.487 -3.252
H 3.323 1.446 -3.012
H 2.994 1.801 -1.308
H 3.313 3.118 -2.449
H 1.594 1.945 -4.785
H 1.640 3.648 -4.292
H 0.092 2.788 -4.370
H 0.757 3.049 -0.687
H -0.325 3.550 -2.002
H 1.270 4.281 -1.847
H 2.698 -2.467 -2.475
H 2.142 -2.519 -4.161
H 2.235 -4.002 -3.212
H 1.183 -3.016 -0.627
H 0.669 -4.519 -1.405
H -0.536 -3.346 -0.860
H -0.299 -3.006 -4.690
H -1.364 -3.623 -3.424
H 0.073 -4.526 -3.872
H -3.014 0.275 -0.244
H -4.380 -0.227 -1.235
H -3.310 1.036 -1.819
H -2.559 -2.304 -0.209
H -2.432 -3.194 -1.729
H -3.953 -2.449 -1.284
H -2.800 -0.077 -3.910
H -4.020 -1.292 -3.494
H -2.408 -1.795 -4.011
Se -0.997 -3.221 3.133
N -0.474 -2.211 4.465
C -0.151 -1.041 3.942
C 0.334 0.101 4.643
C 0.618 1.209 3.913
C 0.435 1.220 2.499
N -0.007 0.203 1.809
C -0.306 -0.939 2.515
N -0.750 -1.999 1.879
H 0.466 0.070 5.718
H 0.989 2.104 4.395
H 0.668 2.114 1.933
*
```



[7]
Here is a molecular structure, C22H32FInNO8 at a distorted geometry from the OMol25 dataset. Energies are from ωB97M-V/def2-TZVPD.

Output
- LUMO energy (eV) = 2.101
- HOMO-LUMO gap (eV) = 7.504

Geometry as ORCA input:
```
! wB97M-V def2-TZVPD RIJCOSX def2/J DEFGRID3
* xyz -1 1
C 2.617 1.282 -0.004
C 0.979 1.353 0.094
C 0.401 2.888 0.039
O 0.346 3.472 -1.178
O -0.022 3.707 1.188
C -1.260 3.151 1.787
C -2.632 3.519 0.970
In -3.288 1.990 -0.564
F -2.356 2.445 -2.440
C -2.856 -0.165 -0.030
C -3.090 -1.447 -1.061
C -2.798 -3.012 -0.733
N -2.225 -3.405 0.585
C -1.993 -2.295 1.553
C -2.258 -0.693 1.441
H 2.983 0.232 -0.426
H 3.004 2.111 -0.735
H 3.127 1.403 1.044
H 0.553 0.690 -0.800
H 0.655 0.765 1.080
H -1.403 3.482 2.926
H -1.139 1.987 1.798
H -3.534 3.801 1.690
H -2.395 4.521 0.364
H -5.061 2.150 -0.811
H -3.546 -1.198 -2.131
H -3.038 -3.848 -1.543
H -1.531 -2.639 2.601
H -2.053 0.078 2.319
O 3.159 -2.287 -3.395
C 2.140 -1.708 -3.734
O 1.332 -1.009 -2.883
C 0.181 -0.559 -3.595
C 0.587 -0.551 -5.045
C 1.568 -1.694 -5.119
H -0.645 -1.251 -3.398
H -0.102 0.439 -3.245
H -0.259 -0.656 -5.730
H 1.100 0.389 -5.282
H 1.068 -2.648 -5.309
H 2.344 -1.509 -5.865
O -1.332 3.217 4.871
C -1.502 4.129 5.662
O -0.495 4.783 6.313
C -1.060 5.711 7.238
C -2.453 5.978 6.732
C -2.833 4.664 6.098
H -1.059 5.256 8.234
H -0.453 6.621 7.264
H -3.142 6.300 7.518
H -2.426 6.762 5.965
H -3.275 3.975 6.824
H -3.499 4.808 5.245
O 4.685 -6.408 -5.315
C 4.286 -6.472 -4.164
O 4.576 -7.494 -3.305
C 3.859 -7.299 -2.087
C 3.542 -5.827 -2.043
C 3.379 -5.481 -3.501
H 2.956 -7.918 -2.110
H 4.479 -7.608 -1.240
H 2.662 -5.594 -1.437
H 4.395 -5.276 -1.628
H 2.355 -5.647 -3.847
H 3.696 -4.456 -3.708
*
```



So what do the calculations give for E_tot? Going down the list: -208917.8022; -57557.0758; -69710.3915; -147459.7608; -56189.1765; -137783.0250; -49086.6467 eV.